{
  "formula": "C5H11N",
  "method": "ωB97M-V with the def2-TZVPD basis set",
  "symbols": ["C", "N", "C", "C", "C", "C", "H", "H", "H", "H", "H", "H", "H", "H", "H", "H", "H"],
  "positions_angstrom": [[2.5742, -0.4828, -0.0135], [1.5821, -1.4732, -0.2766], [0.2751, -0.9312, -0.3802], [-0.5446, 0.1158, 0.7158], [-1.9290, 0.3463, 0.0879], [-2.0321, 1.9166, -0.2498], [2.6549, -0.1818, 1.1175], [2.2880, 0.5498, -0.4273], [3.5677, -0.7488, -0.3941], [0.1665, -0.3760, -1.3549], [-0.4202, -1.7934, -0.3491], [0.2890, 0.8128, 0.8123], [-0.4447, -0.5682, 1.5491], [-1.4153, 2.4989, -0.9308], [-2.8493, 0.1318, 0.6621], [-3.0768, 2.1873, -0.2788], [-1.6886, 1.9691, 0.8359]],
  "atomic_forces_ev_per_a": [[-1.230, 1.311, 0.954], [-0.257, 0.541, 1.125], [-0.171, -0.910, -1.068], [0.620, -2.914, -1.557], [2.078, 2.471, 0.688], [-0.174, -2.058, 2.673], [0.342, -0.521, -1.102], [0.432, -0.588, -0.254], [0.001, -0.018, 0.197], [-0.267, 0.074, 0.339], [0.121, 0.356, -0.564], [-0.954, 1.096, -0.047], [-0.702, 0.069, 0.604], [0.228, -0.621, -0.060], [0.642, -0.546, -0.291], [-0.288, 0.355, -0.364], [-0.420, 1.904, -1.274]],
  "orbital_gap_ev": [5.4, 5.1],
  "total_charge": -1,
  "spin_multiplicity": 2,
  "relative_energy_kcal_mol": 83.5,
  "s2": 0.76
}

{
  "formula": "C56H50BN10O12",
  "method": "ωB97M-V with the def2-TZVPD basis set",
  "symbols": ["O", "C", "O", "B", "O", "C", "O", "O", "C", "O", "C", "O", "O", "C", "C", "C", "C", "C", "C", "N", "O", "O", "H", "H", "H", "H", "H", "C", "C", "C", "C", "C", "C", "N", "O", "O", "H", "H", "H", "H", "H", "N", "C", "C", "C", "C", "C", "H", "H", "H", "H", "H", "N", "C", "C", "C", "C", "C", "H", "H", "H", "H", "H", "N", "C", "C", "C", "C", "C", "H", "H", "H", "H", "H", "N", "C", "C", "C", "C", "C", "H", "H", "H", "H", "H", "N", "C", "C", "C", "C", "C", "H", "H", "H", "H", "H", "N", "C", "C", "C", "C", "C", "H", "H", "H", "H", "H", "N", "C", "C", "C", "C", "C", "H", "H", "H", "H", "H", "N", "C", "C", "C", "C", "C", "H", "H", "H", "H", "H"],
  "positions_angstrom": [[-15.2422, -2.9504, -2.4501], [-16.2973, -2.3985, -2.6744], [-16.8474, -2.1196, -3.9023], [-18.1357, -1.4391, -3.6565], [-18.3355, -1.5363, -2.1961], [-17.2872, -1.9662, -1.6552], [-17.1437, -2.0295, -0.4298], [-19.1426, -2.0489, -4.5039], [-19.4745, -1.1759, -5.5012], [-20.1835, -1.2830, -6.4751], [-18.7575, 0.1647, -5.1707], [-18.0777, -0.0269, -4.0595], [-18.8939, 1.2567, -5.8101], [-23.2480, -1.3114, -2.5727], [-22.1233, -2.1192, -2.7303], [-22.0247, -3.4510, -2.2136], [-23.1359, -3.9241, -1.4587], [-24.2383, -3.0368, -1.2564], [-24.2499, -1.7553, -1.7670], [-23.1792, -5.2907, -0.8977], [-24.2770, -5.7661, -0.7319], [-22.2201, -6.0220, -0.9321], [-23.2337, -0.3872, -3.1313], [-21.3135, -1.7489, -3.3414], [-21.1813, -4.1240, -2.2578], [-25.0401, -3.4418, -0.6568], [-25.1359, -1.1408, -1.7049], [-16.3517, 2.2864, -1.0783], [-16.7609, 3.1579, -0.0838], [-17.7641, 4.0671, -0.4190], [-18.3546, 4.0477, -1.7226], [-17.9660, 3.0383, -2.6597], [-16.8868, 2.2437, -2.3643], [-19.3285, 5.1214, -2.0467], [-19.4555, 6.0005, -1.1936], [-19.9363, 5.0649, -3.0816], [-15.6100, 1.5646, -0.7695], [-16.3050, 3.0678, 0.8911], [-17.9793, 4.8419, 0.3020], [-18.4555, 2.9494, -3.6182], [-16.6254, 1.4790, -3.0807], [-13.4098, -3.8146, 1.6102], [-13.1982, -4.1263, 2.9551], [-14.3333, -4.2416, 3.7838], [-15.6713, -4.0736, 3.3104], [-15.8554, -3.6350, 2.0175], [-14.6893, -3.4824, 1.2142], [-12.2210, -4.5406, 3.1552], [-14.0983, -4.5354, 4.7961], [-16.5067, -4.3947, 3.9149], [-16.8520, -3.4947, 1.6258], [-14.9101, -3.1111, 0.2244], [-13.2449, -4.3161, -5.8582], [-13.2175, -4.2087, -4.4716], [-12.2074, -3.6731, -3.6979], [-11.1715, -3.0395, -4.2934], [-11.1440, -3.0224, -5.6549], [-12.2034, -3.6670, -6.3896], [-13.9504, -4.7732, -3.9143], [-12.1935, -3.7226, -2.6191], [-10.3301, -2.6837, -3.7173], [-10.2747, -2.6349, -6.1653], [-12.2402, -3.7271, -7.4673], [-17.2964, 5.0650, -7.0622], [-16.9775, 5.5882, -8.2878], [-17.4333, 4.9840, -9.4378], [-18.1813, 3.7521, -9.3278], [-18.6253, 3.3557, -8.0932], [-18.1399, 4.0454, -7.0363], [-16.3417, 6.4598, -8.3374], [-17.2128, 5.2816, -10.4523], [-18.6144, 3.2718, -10.1928], [-19.2591, 2.5069, -7.8828], [-18.2592, 3.6697, -6.0308], [-20.7955, 2.3283, 0.3506], [-22.0310, 2.9084, 0.1433], [-22.6399, 2.8631, -1.0979], [-22.0893, 2.0936, -2.1505], [-20.8973, 1.4500, -1.8748], [-20.2409, 1.6108, -0.6631], [-22.4601, 3.5599, 0.8901], [-23.5863, 3.3691, -1.2193], [-22.6576, 2.0062, -3.0647], [-20.4496, 0.9058, -2.6932], [-19.2530, 1.2205, -0.4679], [-13.2875, 1.1628, -0.8836], [-13.4483, -0.1722, -0.7685], [-12.4747, -1.1105, -1.1375], [-11.2790, -0.6049, -1.6880], [-11.0913, 0.7827, -1.7162], [-12.0311, 1.6335, -1.2063], [-14.4565, -0.4526, -0.5015], [-12.6742, -2.1716, -1.1644], [-10.4812, -1.3147, -1.8499], [-10.0639, 1.1029, -1.8077], [-11.8262, 2.6863, -1.0803], [-21.4693, -3.0042, -11.1823], [-22.6369, -2.5664, -11.7129], [-23.2881, -1.4587, -11.2710], [-22.6589, -0.6224, -10.3433], [-21.4486, -1.0327, -9.8225], [-20.8979, -2.2883, -10.1705], [-23.0504, -3.1903, -12.4915], [-24.2959, -1.2871, -11.6194], [-23.1761, 0.2826, -10.0605], [-20.9937, -0.3851, -9.0875], [-20.0527, -2.6787, -9.6230], [-16.2622, -6.1928, -5.5469], [-17.1360, -5.2210, -5.2181], [-18.1731, -5.4164, -4.3229], [-18.4203, -6.5960, -3.6783], [-17.4835, -7.5946, -3.9789], [-16.4979, -7.3958, -4.9275], [-17.0000, -4.2864, -5.7419], [-18.8031, -4.5539, -4.1632], [-19.2578, -6.8935, -3.0647], [-17.6293, -8.5752, -3.5504], [-15.8471, -8.2067, -5.2195], [-14.6493, 1.1564, 3.2727], [-15.6769, 1.9894, 3.6213], [-17.0130, 1.7346, 3.2966], [-17.4014, 0.5384, 2.6637], [-16.3643, -0.2950, 2.2406], [-15.0390, 0.0573, 2.5689], [-15.2734, 2.7287, 4.2975], [-17.8167, 2.4406, 3.4453], [-18.3991, 0.2321, 2.3859], [-16.5509, -1.1777, 1.6470], [-14.2782, -0.6807, 2.3616]],
  "atomic_forces_ev_per_a": [[-1.318, 0.853, -0.402], [1.528, -0.981, -2.035], [0.931, -0.214, 1.891], [0.724, -0.227, -0.334], [-2.816, 1.158, -2.045], [1.246, -0.591, 4.894], [0.324, -0.134, -1.897], [-1.303, 0.533, -1.502], [-0.121, 0.602, -0.576], [0.759, -0.863, 1.627], [-0.679, 3.550, -1.726], [-0.075, 0.659, -0.544], [0.652, -4.423, 2.650], [2.030, -0.733, -0.517], [0.489, -1.592, -0.078], [-1.737, 0.619, 1.238], [0.362, 2.835, -0.477], [1.013, -1.818, 0.609], [-1.436, -0.226, -0.228], [-0.684, -1.010, -2.321], [-1.527, 0.576, 1.056], [1.822, 0.742, 0.417], [-0.350, 0.197, 0.336], [0.137, -0.127, 0.032], [0.292, 0.324, -0.479], [-0.239, 0.222, -0.048], [-0.163, -0.057, 0.471], [0.544, -0.876, 0.339], [-0.826, -0.059, -1.310], [0.082, 0.434, -0.950], [1.368, -1.001, 0.986], [-0.674, 2.151, 0.457], [-0.540, -0.426, 0.803], [0.557, -0.290, 1.548], [-0.108, -0.365, -0.797], [-0.257, -0.040, -0.616], [0.261, 0.028, -0.356], [-0.133, 0.319, 0.082], [-0.529, 0.039, -0.198], [-0.123, 0.150, -0.075], [0.339, 0.093, 0.109], [-1.435, 0.786, 0.915], [-3.299, -0.136, -2.975], [0.580, -0.079, -0.243], [1.794, -0.298, 0.245], [1.425, -0.400, 0.096], [0.535, -0.592, 1.546], [0.106, 0.464, 0.489], [-0.480, -0.130, 0.259], [-0.016, 0.324, 0.281], [0.125, 0.128, -0.279], [0.709, -0.140, -0.426], [1.204, 1.525, 2.871], [-0.266, -1.627, -0.793], [-1.039, -0.065, 0.576], [1.280, 0.139, -0.534], [-0.890, -0.761, -1.838], [0.395, 0.137, 0.399], [-0.537, 0.108, -0.349], [-0.544, -0.279, 0.039], [0.012, 0.239, 0.003], [-0.156, 0.177, -0.294], [0.596, 0.330, -0.251], [0.393, 1.320, -1.442], [-0.748, -1.133, 0.717], [-0.723, -2.338, -0.325], [-0.497, 1.996, -0.247], [-0.129, -0.688, -1.023], [1.595, 0.577, 2.501], [0.035, 0.102, 0.245], [0.277, 0.470, 0.111], [0.426, -0.057, -0.347], [0.010, -0.105, -0.313], [-0.606, -0.082, 0.095], [-0.968, 0.036, -0.525], [2.243, -0.595, -1.202], [-0.185, -0.727, -0.443], [-0.467, 0.668, 2.028], [0.058, -0.013, -1.217], [-1.486, 1.272, 1.257], [0.203, -0.272, 0.477], [-0.063, 0.115, -0.148], [0.363, -0.038, -0.250], [0.334, -0.286, 0.136], [0.057, -0.200, -0.079], [1.682, -0.052, 0.704], [0.281, 1.109, -1.252], [0.530, 0.954, -1.078], [-1.459, -0.216, 1.451], [1.496, -1.015, 1.002], [-2.254, -1.229, -0.172], [-0.083, -0.375, 0.261], [-0.089, 0.014, 0.469], [0.146, 0.202, -0.516], [0.022, 0.421, -0.614], [-0.268, 0.132, -0.111], [0.419, 0.439, 1.033], [1.590, -1.016, 0.560], [-0.409, 0.790, 0.376], [-0.448, -0.842, -0.733], [0.242, -0.150, 0.456], [-2.094, 0.784, -1.541], [-0.054, -0.101, -0.087], [-0.008, 0.350, -0.145], [0.286, 0.148, 0.272], [0.326, -0.228, 0.179], [0.160, -0.172, -0.313], [-1.217, -0.980, 0.839], [1.157, -1.385, -0.351], [-1.164, 1.732, 0.284], [1.518, -1.335, -0.732], [-0.655, -0.392, -0.146], [0.400, 1.611, -0.309], [-0.024, 0.206, 0.195], [-0.277, 0.066, 0.019], [-0.112, 0.694, 0.204], [0.198, -0.173, 0.029], [0.151, -0.052, 0.027], [-2.044, -0.982, -0.659], [1.080, -1.595, -0.290], [-0.685, -0.301, -0.165], [1.913, 0.079, -0.648], [0.473, 0.796, 0.562], [-0.266, 0.359, 0.701], [-0.770, 0.806, -0.215], [0.179, 0.307, 0.596], [-0.298, 0.555, 0.237], [-0.008, -0.017, 0.145], [0.393, 0.154, -0.301]],
  "orbital_gap_ev": 8.5,
  "total_charge": -1,
  "spin_multiplicity": 1
}

{
  "formula": "C27H42Cl3N4O3RhSi",
  "method": "ωB97M-V with the def2-TZVPD basis set",
  "symbols": ["C", "C", "H", "H", "H", "C", "C", "H", "H", "H", "H", "Rh", "Cl", "Cl", "C", "O", "N", "C", "C", "H", "H", "H", "H", "H", "H", "H", "H", "H", "C", "C", "N", "H", "C", "O", "H", "H", "H", "H", "O", "C", "C", "C", "H", "C", "H", "C", "H", "C", "C", "H", "H", "H", "Si", "Cl", "C", "C", "C", "H", "H", "H", "H", "H", "H", "H", "H", "H", "N", "C", "N", "C", "C", "C", "C", "C", "C", "H", "H", "H", "H", "H", "H"],
  "positions_angstrom": [[-2.0735, -0.7238, -3.8919], [-1.2283, -1.9411, -3.9083], [-1.6898, 0.0275, -4.5927], [-2.0589, -0.2897, -2.8826], [-3.1135, -0.9529, -4.1649], [-0.9309, -2.5804, -5.0585], [-1.3301, -2.0762, -6.4056], [-0.4252, -3.5493, -5.0695], [-1.1173, -1.0001, -6.5409], [-2.4094, -2.2388, -6.5839], [-0.7713, -2.6246, -7.1801], [-1.2708, 0.9751, 1.3638], [-3.2668, 0.9848, 2.5150], [-1.8304, -1.3250, 0.9721], [-0.1740, -0.6770, 3.3870], [0.3113, 0.1764, 2.5920], [0.6701, -1.4251, 4.0896], [2.0812, -1.1165, 3.9771], [0.2331, -2.5982, 4.8229], [-1.2548, -0.8238, 3.5006], [2.2575, -0.0522, 4.1616], [2.4719, -1.3607, 2.9813], [2.6161, -1.7092, 4.7209], [-0.7617, -2.4108, 5.2427], [0.9453, -2.8099, 5.6260], [0.1593, -3.4835, 4.1714], [-1.4152, 5.5779, -1.9123], [-0.6162, 2.3874, -2.3662], [-0.3222, 5.4507, -1.9948], [0.2675, 3.0532, -2.4488], [0.1366, 4.1597, -1.5237], [0.1541, 6.2213, -1.3727], [0.3439, 4.0086, -0.1934], [0.5545, 2.9296, 0.3704], [1.1485, 2.4527, -2.1979], [0.3214, 4.9597, 0.3772], [-0.0283, 5.5846, -3.0396], [0.3312, 3.4476, -3.4655], [-0.0424, -1.3552, -1.9162], [-0.7708, -2.4136, -2.5361], [1.1400, -3.8276, -3.3497], [-0.0029, -3.7105, -2.5526], [1.3984, -3.0127, -4.0414], [1.9306, -4.9833, -3.2629], [-1.6858, -2.5313, -1.9397], [-0.4544, -4.7764, -1.7693], [2.8758, -5.0194, -3.8121], [1.4906, -6.0496, -2.4750], [0.3012, -5.9505, -1.7418], [-1.3827, -4.6442, -1.2088], [2.0824, -6.9667, -2.4491], [-0.0375, -6.7842, -1.1276], [1.2734, -1.3238, -0.8712], [-1.4864, 0.8961, -1.0867], [2.8649, -1.6790, -1.8575], [1.1583, -2.6442, 0.4370], [1.6179, 0.4055, -0.3068], [3.1342, -2.7417, -1.8422], [3.6915, -1.1121, -1.4067], [2.7716, -1.3535, -2.9010], [2.3118, 0.8879, -1.0121], [2.0239, 0.4727, 0.7125], [0.6790, 0.9879, -0.3346], [1.2820, -3.6460, 0.0059], [0.1635, -2.5980, 0.9026], [1.9114, -2.5323, 1.2271], [0.7639, 3.7446, 4.0834], [0.6023, 2.8464, 3.0762], [-0.6850, 2.6434, 2.8289], [-1.4168, 3.4903, 3.6627], [-2.7519, 3.9144, 3.7159], [-3.1215, 4.8816, 4.6576], [-2.1778, 5.5057, 5.4943], [-0.8249, 5.1507, 5.4069], [-0.4914, 4.1567, 4.5022], [1.6497, 4.0948, 4.4420], [1.4784, 2.4445, 2.5827], [-3.4538, 3.4528, 3.0271], [-4.1713, 5.1723, 4.7368], [-2.5066, 6.2689, 6.2017], [-0.0473, 5.6107, 6.0200]],
  "atomic_forces_ev_per_a": [[-0.115, 0.682, 0.292], [0.729, -1.085, -0.802], [-0.174, -0.016, 0.067], [-0.206, -0.159, -0.635], [0.197, 0.054, -0.010], [-0.243, 0.120, 0.809], [-0.161, 0.061, -0.553], [-0.124, 0.450, 0.196], [-0.171, -0.407, 0.107], [0.366, 0.145, -0.051], [-0.286, 0.226, 0.150], [-0.102, 0.436, -1.919], [-0.683, 0.138, 0.409], [-0.287, -0.749, 0.217], [1.156, 0.034, -0.443], [-0.552, -0.740, 0.814], [-0.433, 0.303, 0.014], [0.507, -0.226, -0.093], [-0.366, -0.291, 0.049], [0.298, -0.127, 0.085], [-0.080, -0.194, -0.030], [-0.111, 0.069, 0.185], [-0.013, 0.112, -0.089], [0.239, -0.078, 0.005], [-0.250, 0.088, -0.088], [0.139, 0.293, 0.136], [0.324, -0.170, -0.116], [0.765, 0.593, -0.353], [-0.059, 0.366, 0.141], [-0.625, -0.605, -0.184], [0.221, 0.458, 1.099], [-0.188, -0.020, -0.336], [-0.075, -0.866, -0.391], [-0.002, 1.281, -0.535], [-0.164, 0.205, -0.096], [-0.085, -0.157, -0.205], [-0.006, 0.064, 0.227], [0.187, -0.014, 0.156], [0.882, -0.061, 0.082], [-0.221, 0.047, -0.035], [0.390, -0.374, 0.302], [-0.305, 0.031, -0.206], [0.078, -0.403, 0.660], [-0.497, 0.402, -0.084], [0.076, -0.189, 0.093], [0.652, 0.056, -0.423], [-0.383, -0.196, 0.128], [0.056, 0.072, 0.050], [-0.092, -0.001, 0.010], [0.349, -0.200, -0.027], [-0.200, 0.245, 0.121], [0.130, 0.101, -0.189], [0.692, -0.794, -1.274], [-1.079, 0.890, 1.682], [0.005, -0.207, 0.141], [-0.352, -0.257, 0.471], [-0.807, 0.378, 0.178], [0.000, 0.198, -0.120], [-0.107, -0.111, -0.054], [0.027, -0.036, 0.149], [-0.147, -0.161, 0.257], [0.005, -0.105, -0.294], [1.016, -0.351, 0.061], [0.047, 0.233, -0.015], [0.430, -0.138, -0.069], [0.010, 0.076, -0.174], [0.308, -0.101, 0.165], [-0.928, 0.619, 0.750], [0.448, 0.160, -0.339], [0.945, 0.958, 0.742], [-0.128, -0.315, 0.077], [0.183, -0.227, -0.360], [0.529, -0.370, -0.054], [-0.606, 0.276, 0.382], [-0.080, 0.163, -0.527], [-0.476, -0.282, -0.249], [-0.549, -0.264, -0.083], [-0.052, 0.263, 0.327], [0.355, -0.075, -0.116], [0.157, -0.246, -0.208], [-0.332, 0.020, -0.153]],
  "orbital_gap_ev": [8.3, 6.4],
  "spin_multiplicity": 5,
  "relative_energy_kcal_mol": 37.5,
  "s2": 6.01
}

Repeat the first record exactly.
{
  "formula": "C5H11N",
  "method": "ωB97M-V with the def2-TZVPD basis set",
  "symbols": ["C", "N", "C", "C", "C", "C", "H", "H", "H", "H", "H", "H", "H", "H", "H", "H", "H"],
  "positions_angstrom": [[2.5742, -0.4828, -0.0135], [1.5821, -1.4732, -0.2766], [0.2751, -0.9312, -0.3802], [-0.5446, 0.1158, 0.7158], [-1.9290, 0.3463, 0.0879], [-2.0321, 1.9166, -0.2498], [2.6549, -0.1818, 1.1175], [2.2880, 0.5498, -0.4273], [3.5677, -0.7488, -0.3941], [0.1665, -0.3760, -1.3549], [-0.4202, -1.7934, -0.3491], [0.2890, 0.8128, 0.8123], [-0.4447, -0.5682, 1.5491], [-1.4153, 2.4989, -0.9308], [-2.8493, 0.1318, 0.6621], [-3.0768, 2.1873, -0.2788], [-1.6886, 1.9691, 0.8359]],
  "atomic_forces_ev_per_a": [[-1.230, 1.311, 0.954], [-0.257, 0.541, 1.125], [-0.171, -0.910, -1.068], [0.620, -2.914, -1.557], [2.078, 2.471, 0.688], [-0.174, -2.058, 2.673], [0.342, -0.521, -1.102], [0.432, -0.588, -0.254], [0.001, -0.018, 0.197], [-0.267, 0.074, 0.339], [0.121, 0.356, -0.564], [-0.954, 1.096, -0.047], [-0.702, 0.069, 0.604], [0.228, -0.621, -0.060], [0.642, -0.546, -0.291], [-0.288, 0.355, -0.364], [-0.420, 1.904, -1.274]],
  "orbital_gap_ev": [5.4, 5.1],
  "total_charge": -1,
  "spin_multiplicity": 2,
  "relative_energy_kcal_mol": 83.5,
  "s2": 0.76
}